--- i ---
Molecular formula: C19H20N2O4
Method: DFT, wB97M-V/def2-TZVPD

The HOMO-LUMO gap is 6.723 eV.

ORCA input file:
```
! RIJCOSX wB97M-V def2-TZVPD def2/J DEFGRID3
* xyz 0 1
C 1.054 4.884 -5.623
C 1.960 3.749 -5.713
C 1.886 2.722 -4.564
O 0.703 2.208 -4.575
C 0.402 1.506 -3.542
C 1.426 1.012 -2.657
C 1.160 0.079 -1.733
C -0.437 -0.511 -1.725
C -1.284 -0.145 -2.790
C -0.808 0.741 -3.639
H -1.558 0.866 -4.633
H -2.299 -0.616 -2.925
C -0.686 -1.319 -0.556
C -1.885 -2.156 -0.484
C -2.239 -2.995 0.582
O -2.721 -4.040 0.316
N -1.349 -2.886 1.873
C -0.791 -1.855 2.376
C -1.478 -0.671 2.211
C -0.691 0.425 2.719
C 0.207 0.360 3.634
C 0.832 -1.092 3.772
C 0.149 -2.198 3.254
C 0.778 -3.569 3.504
H -0.411 -4.062 4.077
H 0.857 -4.045 2.743
H 1.615 -3.303 4.317
H 1.430 -1.246 4.601
N 1.026 1.417 4.242
O 0.586 2.502 4.059
O 1.691 1.115 5.074
H -1.218 1.603 2.598
H -2.191 -0.481 1.491
H -1.459 -3.703 2.362
H -2.659 -1.839 -1.139
H 0.071 -1.938 -0.050
H 1.481 -0.177 -0.866
H 2.541 1.234 -2.619
H 2.126 3.369 -3.772
H 2.814 2.012 -4.949
H 3.154 4.148 -5.887
H 1.909 3.134 -6.935
H 1.314 5.602 -4.860
H 1.077 5.713 -6.515
H -0.091 4.583 -5.625
*
```

---

--- ii ---
Molecular formula: C19H20N2O4
Method: DFT, wB97M-V/def2-TZVPD

The HOMO-LUMO gap is 8.812 eV.

ORCA input file:
```
! RIJCOSX wB97M-V def2-TZVPD def2/J DEFGRID3
* xyz 0 1
C -5.713 -2.839 1.162
C -4.452 -2.254 0.862
C -4.131 -0.744 1.241
C -3.942 -0.043 0.016
C -4.950 0.595 -0.696
C -4.769 1.426 -1.633
C -3.544 1.342 -2.083
C -2.481 0.710 -1.804
C -2.777 -0.030 -0.636
O -1.769 -0.906 0.078
C -0.552 -0.677 -0.370
C 0.108 0.567 -0.432
O 1.119 0.619 -1.194
O -0.234 1.301 0.703
C 0.396 2.425 0.818
H 0.657 2.870 0.131
C 1.645 2.041 1.921
N 2.658 1.481 1.274
C 2.884 0.282 1.113
O 2.054 -0.492 1.989
C 3.761 -0.373 0.158
C 4.869 0.391 0.081
C 5.864 -0.190 -0.901
C 5.475 -1.495 -1.308
N 4.423 -2.019 -1.415
C 3.673 -1.596 -0.340
H 2.701 -2.356 -0.095
H 6.232 -1.891 -2.207
H 6.717 0.141 -1.115
H 5.264 1.210 0.446
H 3.132 2.145 0.377
H 1.931 3.137 2.130
H 1.333 1.598 2.715
H -0.359 2.941 1.418
H 0.019 -1.607 0.297
H -0.378 -1.071 -1.373
H -1.456 0.678 -2.314
H -3.236 2.062 -2.872
H -5.507 2.165 -2.110
H -6.074 0.931 -0.001
H -3.325 -0.917 2.068
H -5.271 -0.333 2.053
H -3.901 -2.803 0.385
H -6.001 -3.994 0.792
H -6.680 -2.278 1.510
*
```

---

Of the structures shown above, i is the most stable.